Formula: C30H57Br2N10O19
Source: OMol25
Level of theory: the ωB97M-V functional and the def2-TZVPD basis

The geometry in XYZ format:
```
118
Properties=species:S:1:pos:R:3:mulliken_charge:R:1
C 3.12977 -5.79831 1.91367 -1.2764
C 3.16247 -4.26618 1.57659 0.1221
Br 3.95548 -3.13122 2.93076 -0.1633
C 2.68544 -3.78775 0.41615 -1.1621
Br 2.00062 -5.19791 -0.79521 -0.1181
C 2.68378 -2.25363 -0.00686 3.3434
C 4.17637 -1.84223 -0.27253 -0.0721
C 4.81562 -2.45814 -1.56748 -0.2837
C 6.30763 -2.91599 -1.41235 -1.2447
C 7.21697 -1.94281 -0.63099 0.7454
C 8.27780 -2.55064 0.17319 -0.5118
C 9.19400 -1.80144 0.98087 -0.4662
C 9.07862 -0.36127 1.00679 -0.4927
C 8.05483 0.24449 0.20702 -0.6046
C 7.11901 -0.50927 -0.61711 -0.0824
C 1.78817 -2.23996 -1.34084 -2.8372
C 1.43165 -0.80648 -1.86683 1.3952
C 0.30278 -1.06187 -2.97021 -1.6732
C 2.59602 -0.11895 -2.69167 -1.3503
N 0.79495 0.07552 -0.86319 0.7890
O 0.74880 1.28801 -1.30908 -0.6978
C 1.41921 0.05785 0.46628 1.8518
C 0.26871 0.49668 1.48770 -2.1180
C 2.53747 1.17689 0.67597 -1.4228
C 1.90930 -1.33272 1.00080 -1.8807
H 2.07643 -6.12134 2.05676 0.3079
H 3.66694 -5.97058 2.87871 0.3723
H 3.65258 -6.39954 1.13556 0.3608
H 4.86538 -2.08047 0.57124 0.4433
H 4.18295 -0.72389 -0.34020 -0.1029
H 4.25233 -3.34457 -1.95924 0.2536
H 4.79006 -1.67676 -2.36750 0.2036
H 6.31577 -3.92972 -0.94121 0.3008
H 6.73561 -3.01802 -2.44279 0.4140
H 8.36928 -3.65925 0.16891 0.2684
H 9.95481 -2.38168 1.54304 0.3377
H 9.79000 0.20068 1.63798 0.3566
H 7.98599 1.35289 0.24741 0.3287
H 6.32813 -0.00856 -1.20059 0.3553
H 2.25445 -2.78441 -2.18112 0.7514
H 0.81078 -2.68285 -1.01187 0.5290
H -0.67368 -1.32806 -2.49033 0.3594
H 0.22017 -0.20135 -3.66350 0.4141
H 0.61347 -1.96174 -3.55863 0.3389
H 3.42140 0.26748 -2.06042 0.1619
H 2.19937 0.65819 -3.38232 0.4503
H 3.02928 -0.91695 -3.34313 0.3119
H -0.58277 -0.22381 1.38125 0.4254
H 0.65382 0.45823 2.53019 0.3688
H -0.11842 1.49966 1.20732 0.4615
H 2.00000 2.14700 0.80335 0.3621
H 3.08098 0.97011 1.62349 0.3267
H 3.28125 1.21077 -0.14534 0.3271
H 2.48121 -1.09785 1.93128 0.4838
H 1.01101 -1.90615 1.36092 -0.0216
C -3.02960 0.45205 5.10928 -0.6680
N -2.34446 0.71088 3.81702 1.0181
O -2.71178 0.07989 2.84896 -0.5354
O -1.45250 1.53361 3.82942 -0.5492
H -3.79112 -0.30497 4.95600 0.3080
H -2.26822 0.09922 5.80172 0.3225
H -3.47783 1.38155 5.46488 0.1749
C -4.14430 2.40789 -2.62004 -0.4524
N -5.00705 1.20115 -2.67143 0.9845
O -5.74344 1.07663 -3.62877 -0.5544
O -4.91489 0.42006 -1.75114 -0.5675
H -4.33346 3.00930 -3.50307 0.2516
H -4.40131 2.95643 -1.71692 0.1016
H -3.11314 2.07356 -2.59681 0.2377
C -3.35387 4.77545 3.80831 -0.5919
N -4.16470 4.54171 5.02773 0.9520
O -4.61909 5.51436 5.58527 -0.6139
O -4.32676 3.39350 5.38835 -0.6184
H -3.30625 5.84340 3.62120 0.3077
H -2.35960 4.36964 3.98166 0.2837
H -3.85753 4.26131 2.99157 0.2153
C -3.36928 6.92336 8.42194 -0.4031
N -2.18064 7.80430 8.27427 0.8863
O -1.77428 8.01016 7.15256 -0.5231
O -1.70331 8.25362 9.29078 -0.5429
H -3.68761 6.59661 7.43599 0.0746
H -3.07386 6.07428 9.03317 0.2744
H -4.14996 7.50454 8.90606 0.2713
C -5.34452 1.26744 -6.81199 -0.6730
N -4.16025 2.15021 -6.98300 0.8763
O -3.78002 2.36802 -8.11194 -0.5444
O -3.65612 2.59088 -5.97664 -0.5106
H -5.68774 0.95063 -7.79177 0.3260
H -5.03343 0.41316 -6.21620 0.2721
H -6.11180 1.84344 -6.30187 0.2543
C -1.31838 -5.72026 -1.47579 -0.6188
N -2.22096 -6.89799 -1.56827 0.9200
O -2.74154 -7.12057 -2.63743 -0.5351
O -2.36921 -7.55205 -0.56090 -0.5459
H -1.28048 -5.23239 -2.44490 0.3107
H -1.72809 -5.05132 -0.72285 0.2950
H -0.33270 -6.08163 -1.18665 0.1143
C -1.20943 -3.30894 3.59492 -0.7051
N -1.79811 -2.82409 4.87136 0.9828
O -1.03569 -2.55055 5.77138 -0.5544
O -3.00367 -2.73565 4.91793 -0.5379
H -0.12871 -3.33619 3.69747 0.2921
H -1.60560 -4.30421 3.40871 0.3165
H -1.50684 -2.61285 2.81289 0.2291
C -7.23886 3.68591 1.59632 -0.7602
N -6.11207 4.11621 0.72809 0.8950
O -6.27652 4.05049 -0.46640 -0.5235
O -5.10763 4.50593 1.29095 -0.5554
H -8.06225 3.36714 0.96563 0.3313
H -6.88218 2.86340 2.21174 0.2788
H -7.52656 4.53889 2.20615 0.2884
C -0.74081 1.85700 -9.99852 -0.5946
N 0.17442 0.98937 -9.21010 0.8363
O 0.92796 0.26873 -9.82370 -0.5245
O 0.09848 1.06724 -8.00416 -0.5011
H -0.56300 1.68273 -11.05486 0.3107
H -1.75955 1.58954 -9.72865 0.2029
H -0.52235 2.88872 -9.73554 0.2681
```

The LUMO energy (spin up / spin down) is -0.40 / -0.40 eV. The total energy comes out at -8301.45557 hartree. The value obtained for the HOMO energy (spin up / spin down) is -8.8 / -9.0 eV. Its spin multiplicity is 2.



Formula: C30H57F3N2O8P
Source: OMol25
Level of theory: the ωB97M-V functional and the def2-TZVPD basis

The geometry in XYZ format:
```
101
Properties=species:S:1:pos:R:3:mulliken_charge:R:1
C -0.30198 -3.46928 -0.33737 -0.5285
C 1.16517 -3.62622 0.11626 -0.6177
C 1.67115 -2.34488 0.71083 0.4535
O 1.77102 -2.09828 1.87792 -0.4832
O 1.97041 -1.38585 -0.23775 -0.1329
C 3.16620 -0.63897 0.05455 -0.1636
C 3.44973 0.31044 -1.09503 -2.2912
C 2.68344 1.65665 -1.07599 1.6439
C 3.31891 2.50802 -2.18925 0.5951
F 2.75014 3.72694 -2.25162 -0.2657
F 4.61689 2.72006 -1.93317 -0.2792
F 3.25545 1.94655 -3.38459 -0.2437
C 3.01023 2.42364 0.22272 -0.9892
N 1.81396 3.10450 0.82006 0.2722
C 2.17681 3.96899 1.97880 -0.1505
C 1.02880 4.95854 2.18889 -0.1453
O 0.45852 5.38838 1.22645 -0.4111
C 0.76417 2.09376 1.16463 -1.9680
O 1.42137 1.17152 2.02934 -0.0466
C 0.86848 0.97560 3.19086 0.6261
N 0.43838 0.84925 4.24866 -0.6644
C 0.19011 1.50579 -0.10223 -0.7233
P -0.82121 0.00155 0.26631 0.7771
O -2.19329 0.37005 0.67294 -0.8888
C 1.14786 1.36074 -1.33332 0.3609
C 0.44878 2.12216 -2.48641 -1.8998
C -0.86327 1.44203 -2.90775 0.0146
C -0.61463 0.10757 -3.64295 -0.5710
C -1.61246 -1.05783 -3.41982 -0.5513
C -2.96384 -0.70278 -2.80312 0.0243
C -3.82474 0.26737 -3.60960 -0.8422
C -4.82979 0.95686 -2.69484 -0.7890
O -4.17171 2.05197 -2.07747 -0.2712
C -4.73154 2.47878 -0.84784 -0.6922
H -0.35851 -3.05571 -1.34505 -0.1004
H -0.83776 -2.78634 0.32761 0.1736
H -0.81492 -4.42800 -0.31163 0.5094
H 1.23083 -4.37581 0.90419 0.4179
H 1.79743 -3.92731 -0.71920 0.2535
H 3.04815 -0.14402 1.02018 -0.2142
H 4.00279 -1.33404 0.15857 0.8162
H 4.52721 0.48328 -1.13592 0.5510
H 3.17448 -0.19826 -2.02259 0.5514
H 3.41810 1.77907 0.99782 -0.1717
H 3.73951 3.21349 0.05283 0.7696
H 1.40141 3.72232 0.10379 0.5618
H 3.07136 4.53748 1.71326 0.5108
H 2.39319 3.36104 2.85687 0.1370
H 0.74925 5.22753 3.21833 0.4342
H -0.02401 2.61930 1.70899 0.7277
H -0.60596 2.20872 -0.37625 1.2609
H -0.09362 -0.70404 1.23640 0.1936
H -0.68248 -0.73866 -0.91673 -0.2505
H 1.13271 0.30743 -1.61271 0.4949
H 1.06686 2.19994 -3.37710 0.5488
H 0.24288 3.14881 -2.15918 0.3835
H -1.34433 2.13088 -3.60426 0.7556
H -1.56359 1.35947 -2.07206 -0.0669
H -0.57210 0.33195 -4.71107 0.5196
H 0.38740 -0.26880 -3.40322 0.2244
H -1.15633 -1.84236 -2.80602 -0.4086
H -1.78918 -1.53598 -4.38850 0.5408
H -3.52229 -1.62770 -2.62640 0.5987
H -2.80009 -0.26905 -1.80860 -0.2049
H -3.22189 1.05639 -4.06341 0.2645
H -4.38506 -0.25856 -4.38703 0.4860
H -5.71667 1.29271 -3.24652 0.4049
H -5.17392 0.25112 -1.92605 0.4184
H -5.10447 3.50293 -0.94117 0.2961
H -5.56002 1.83833 -0.53475 0.3496
H -3.96474 2.44586 -0.06929 0.1612
C -6.87364 -4.81779 -2.83585 -1.0688
C -5.47621 -5.31168 -2.50433 -0.3489
O -4.71148 -4.40062 -1.72982 -0.3499
C -5.23948 -4.08793 -0.45113 -0.2290
C -5.36984 -5.28275 0.47750 -1.2094
H -6.83018 -3.82620 -3.28916 0.2551
H -7.35005 -5.50052 -3.53978 0.4037
H -7.50995 -4.75920 -1.95201 0.2740
H -4.90415 -5.44641 -3.42254 0.3303
H -5.52381 -6.28910 -2.01196 0.3299
H -6.20206 -3.57308 -0.54778 0.3409
H -4.53821 -3.36733 -0.02693 0.2945
H -6.13395 -5.98375 0.14004 0.2896
H -5.64842 -4.94720 1.47681 0.4051
H -4.42312 -5.82151 0.54049 0.2917
C 6.69046 1.58875 6.66969 -1.1056
C 6.52933 2.15027 5.26857 -0.2042
O 6.42844 1.15945 4.25598 -0.4590
C 5.32894 0.27789 4.36410 -0.7643
C 3.97900 0.96741 4.24966 -0.8523
H 7.51911 0.88089 6.70120 0.2871
H 6.89818 2.39752 7.37036 0.4018
H 5.79208 1.07599 7.01608 0.2789
H 7.40924 2.73357 4.99896 0.3765
H 5.66980 2.83170 5.22835 0.2017
H 5.37657 -0.30325 5.29032 0.3587
H 5.45108 -0.42781 3.54146 0.3611
H 3.77288 1.61504 5.10288 0.4413
H 3.18681 0.22028 4.20475 0.4304
H 3.95350 1.58032 3.34083 0.1825
```

The LUMO energy is -3.50 eV. The total energy comes out at -2529.35287 hartree. The value obtained for the HOMO energy is -11.3 eV. Its charge is +1.